{
  "formula": "C21H34N2O9S4",
  "method": "ωB97M-V with the def2-TZVPD basis set",
  "gap_ha": 0.31579,
  "total_energy_ev": -87068.2066,
  "charge": 0,
  "homo_energy_ev": -8.39,
  "e_lumo_ev": 0.200,
  "smiles": "Nc1cccc2c1Nc1ccccc1S2.CCOS(C)(=O)=O.CCOS(C)(=O)=O.CCOS(C)(=O)=O",
  "e_above_lowest_kcal_mol": 190.9,
  "symbols": ["C", "O", "C", "C", "H", "C", "H", "O", "H", "H", "H", "O", "H", "H", "C", "H", "C", "H", "C", "C", "H", "O", "H", "O", "H", "H", "C", "H", "H", "O", "H", "H", "O", "C", "H", "H", "H", "C", "H", "O", "H", "H", "C", "H", "O", "H", "C", "S", "C", "S", "S", "C", "H", "H", "C", "H", "H", "H", "H", "H", "H", "C", "C", "N", "C", "C", "N", "H", "S", "C"],
  "coordinates": [[-2.75, 0.16, -2.66], [5.18, 3.67, 4.21], [4.71, 6.12, 2.52], [-7.82, -0.25, -4.29], [-1.77, 0.54, 2.99], [-5.55, -0.40, -2.94], [0.29, 1.95, -3.63], [6.72, 3.60, 2.22], [4.68, 6.17, 3.61], [6.05, 6.61, 0.89], [-1.78, -2.77, -1.52], [0.41, -1.18, 3.22], [6.04, 7.80, 2.22], [-1.88, 2.25, -2.05], [5.99, 6.74, 1.98], [-5.67, -3.14, -5.47], [-7.35, -1.50, -5.09], [2.48, -4.03, 2.25], [0.45, -4.32, 1.56], [-5.98, -2.22, -4.86], [-0.67, -3.29, -4.68], [0.48, 0.93, 4.54], [-3.71, -2.63, -2.53], [0.78, -3.96, -1.65], [-7.14, 1.20, -2.50], [-0.62, -2.36, -6.07], [-2.62, -1.16, -3.51], [3.86, 6.69, 2.15], [0.04, -3.96, 2.50], [4.54, 4.78, 2.07], [1.85, -2.69, 1.27], [-1.01, 0.61, 1.38], [-0.41, -3.85, 0.53], [1.35, 0.45, 5.57], [2.75, 2.08, 5.29], [2.34, -4.19, 0.50], [4.51, 2.30, 1.04], [-0.30, -0.19, -4.46], [1.34, -0.64, 5.61], [-0.49, -5.96, -0.79], [0.94, 0.81, 6.52], [-7.99, -1.95, -5.94], [1.86, -3.78, 1.39], [-2.67, -4.24, -1.01], [1.68, 0.81, 2.36], [-8.81, 0.30, -4.47], [-1.83, -3.85, -1.58], [-4.34, 0.22, -1.66], [4.49, 2.24, 2.13], [5.40, 3.61, 2.78], [0.57, 0.24, 3.08], [-1.37, -1.35, -4.44], [0.63, -0.28, -5.11], [0.45, -5.41, 1.60], [-0.47, 1.10, -3.61], [3.24, 0.57, 4.52], [3.37, 0.73, 6.27], [-0.88, 2.01, 2.48], [3.47, 2.27, 2.51], [-1.91, -4.16, -2.63], [4.99, 1.32, 2.45], [2.76, 0.99, 5.41], [-5.02, -1.64, -3.75], [-3.68, -2.21, -3.47], [-0.93, 0.92, 2.42], [-1.71, 1.31, -2.66], [-1.19, -2.59, -5.25], [6.87, 6.25, 2.40], [-0.33, -4.53, -0.93], [-6.90, 0.30, -3.18]]
}